{"formula": "C3H5BBr2F6O5PS", "method": "ωB97M-V/def2-TZVPD", "total_charge": -1, "orbital_gap_ha": 0.3081, "lumo_energy_ev": 1.98, "symbols": ["C", "C", "Br", "C", "Br", "O", "S", "O", "O", "B", "O", "O", "H", "H", "H", "H", "H", "F", "P", "F", "F", "F", "F", "F"], "coordinates": [[0.8519, -2.3851, 0.5599], [0.4438, -1.1196, -0.1324], [0.8117, -1.0796, -2.0104], [-0.0952, -0.1079, 0.4692], [-0.5454, 1.4812, -0.4861], [-0.3229, -0.1537, 1.8278], [-1.8323, -0.6466, 2.3106], [-2.0084, -2.0088, 1.8643], [-2.9040, 0.1697, 1.4067], [-3.5394, -0.7037, 0.4765], [-4.6764, -1.3570, 0.7984], [-2.9708, -0.7985, -0.7662], [1.0016, -3.1490, -0.1933], [1.8249, -2.2171, 1.0209], [0.1263, -2.7308, 1.2829], [-5.1277, -1.6121, -0.0110], [-2.7395, -1.7131, -0.9663], [2.7498, 2.4402, 0.4849], [3.1007, 2.8764, -1.0658], [3.9055, 4.2618, -1.4431], [1.8306, 3.8632, -0.7086], [2.9182, 1.2788, -1.4190], [4.6536, 2.4834, -0.6853], [2.5431, 2.9277, -2.6143]], "forces_ev_per_a": [[0.516, 0.053, -0.415], [0.779, -1.805, -1.285], [-0.119, -0.112, 0.569], [-0.663, 1.961, -0.431], [0.143, -0.173, 0.846], [-1.053, 0.461, -0.316], [-0.086, 0.797, 0.986], [0.049, -0.699, -0.311], [0.334, -0.430, 0.445], [0.727, 0.160, -0.580], [-0.533, 0.385, 0.331], [0.086, -0.226, 0.005], [-0.061, -0.235, -0.016], [0.022, -0.072, 0.232], [-0.041, 0.081, 0.153], [-0.044, -0.257, 0.044], [-0.070, 0.102, -0.294], [0.831, -0.147, 0.509], [0.039, 0.106, 0.040], [-0.548, 0.768, 0.315], [-0.602, 0.039, -0.821], [-0.395, -0.510, 0.825], [0.183, -0.942, -0.338], [0.506, 0.696, -0.491]]}



{"formula": "C3H5BN2", "method": "ωB97M-V/def2-TZVPD", "smiles": "Bn1ccnc1", "e_above_lowest_kj_mol": 27.2, "orbital_gap_ha": 0.3441, "lumo_energy_ev": 0.30, "symbols": ["B", "N", "C", "C", "N", "C", "H", "H", "H", "H", "H"], "coordinates": [[0.4625, 1.7827, -0.1325], [0.0948, 0.4399, 0.0414], [0.5298, -0.6104, 0.7881], [-0.2176, -1.7479, 0.5032], [-1.0807, -1.5177, -0.5477], [-0.9880, -0.3077, -0.9277], [-0.0023, 2.5061, -0.9400], [1.3667, 2.2396, 0.5456], [1.3115, -0.3163, 1.4179], [-0.0807, -2.7595, 0.9937], [-1.3959, 0.2912, -1.7420]], "forces_ev_per_a": [[1.260, 0.396, 0.724], [-3.322, -1.757, -3.958], [-1.696, -0.734, -0.505], [2.019, 0.015, 1.355], [-0.438, 0.304, -0.614], [2.619, 1.857, 2.591], [-0.448, -0.208, -0.227], [-0.447, -0.345, -0.145], [0.966, -0.575, 1.304], [-0.388, 1.506, -0.898], [-0.125, -0.458, 0.374]]}



{"formula": "C3H5BS2", "method": "ωB97M-V/def2-TZVPD", "multiplicity": 3, "orbital_gap_ha": [0.3211, 0.1952], "lumo_energy_ev": [0.52, -3.19], "symbols": ["B", "C", "C", "C", "S", "S", "H", "H", "H", "H", "H"], "coordinates": [[-0.9429, -0.0809, 0.0964], [1.7484, -0.6309, -0.0476], [3.0406, -0.4858, -0.0009], [-2.0011, 1.0044, -0.1055], [0.7690, 0.7216, 0.1767], [-0.8525, -1.8313, 0.4795], [0.9820, -1.5688, 0.1136], [3.9757, -0.9602, 0.1059], [-2.3649, 0.8567, -1.2522], [-1.4073, 2.0201, -0.0659], [-2.9471, 0.9551, 0.4999]], "forces_ev_per_a": [[1.601, -0.186, 0.909], [0.206, -2.456, 1.158], [-0.518, -0.033, -0.112], [-1.127, 1.268, -2.319], [-2.259, 0.952, -0.423], [-1.404, 0.581, 0.010], [2.751, 1.302, -1.114], [0.623, -0.526, -0.093], [0.798, 0.527, 2.450], [-1.761, -1.673, -0.011], [1.090, 0.246, -0.455]]}



{"formula": "C3H5Br", "method": "ωB97M-V/def2-TZVPD", "e_above_lowest_kj_mol": 238.4, "orbital_gap_ha": [0.3120, 0.3083], "lumo_energy_ev": [0.00, 0.13], "symbols": ["C", "C", "C", "Br", "H", "H", "H", "H", "H"], "coordinates": [[0.7439, -0.1192, 0.0877], [-0.3463, -0.8935, 0.7471], [-0.0058, 1.0531, -0.5715], [-0.7595, 0.7622, -2.2581], [1.4810, 0.2589, 0.7971], [1.2465, -0.6998, -0.6855], [-1.0067, -1.4641, 0.1207], [-0.7205, -0.5666, 1.6998], [-0.6326, 1.6690, 0.0628]], "forces_ev_per_a": [[-0.032, 0.331, -0.324], [0.215, 0.938, -0.643], [-0.118, -1.349, 0.998], [-0.014, 0.038, -0.188], [-0.030, 0.007, -0.038], [0.084, 0.060, 0.063], [-0.165, -0.199, -0.091], [-0.056, -0.010, 0.278], [0.116, 0.184, -0.056]]}



{"formula": "C3H5BrN2O", "method": "ωB97M-V/def2-TZVPD", "smiles": "CC(N)=O.N#CBr", "e_above_lowest_kj_mol": 0.0, "orbital_gap_ha": 0.3942, "lumo_energy_ev": 0.60, "symbols": ["C", "C", "N", "O", "H", "H", "H", "H", "H", "N", "C", "Br"], "coordinates": [[1.6221, -0.0154, -0.1360], [0.2407, -0.2062, 0.5026], [0.0977, 0.0448, 1.8235], [-0.7174, -0.6766, -0.0947], [2.0149, 0.9729, -0.4695], [2.3596, -0.3816, 0.5456], [1.3901, -0.7542, -1.0183], [-0.8783, -0.1270, 2.1985], [0.8608, 0.3715, 2.4689], [-1.9026, 1.5361, -1.9084], [-2.1832, 0.4342, -1.8477], [-2.9043, -1.1986, -2.0644]], "forces_ev_per_a": [[-1.441, -1.343, -1.921], [-0.132, 0.449, 0.409], [-0.417, 0.465, 2.073], [0.702, 0.090, -0.119], [-1.098, -0.552, 0.141], [0.557, -0.633, 0.277], [1.493, 1.560, 1.267], [2.007, 0.356, -0.527], [-1.410, -0.531, -1.298], [0.565, 1.351, 0.157], [-0.909, -1.258, -0.536], [0.082, 0.047, 0.077]]}



{"formula": "C3H5BrO", "method": "ωB97M-V/def2-TZVPD", "smiles": "O=C=CBr.C", "e_above_lowest_kj_mol": 140.4, "orbital_gap_ha": 0.3251, "lumo_energy_ev": -0.33, "symbols": ["O", "C", "C", "Br", "H", "C", "H", "H", "H", "H"], "coordinates": [[-2.0811, -0.8564, 3.3755], [-1.2426, -1.3314, 2.7909], [-0.3514, -1.9175, 2.0289], [1.3557, -2.6133, 2.6256], [-0.5850, -2.5443, 1.1493], [0.9667, -0.4654, -0.3398], [0.1389, -0.6627, -0.9443], [0.6879, -1.0308, 0.5969], [1.1436, 0.6148, -0.3383], [1.8306, -0.8599, -0.8126]], "forces_ev_per_a": [[-2.129, 1.717, 1.750], [2.057, -1.965, -1.790], [0.850, -1.963, -0.243], [-0.598, 0.619, 0.327], [-0.597, 1.045, 0.670], [0.187, -0.064, 1.281], [-1.346, -0.131, -1.426], [1.130, 1.684, -1.050], [-0.362, -0.174, 0.801], [0.808, -0.768, -0.319]]}



{"formula": "C3H5BrO", "method": "ωB97M-V/def2-TZVPD", "e_above_lowest_kj_mol": 381.7, "orbital_gap_ha": [0.3014, 0.2575], "lumo_energy_ev": [0.01, -0.07], "symbols": ["C", "C", "C", "O", "Br", "H", "H", "H", "H", "H"], "coordinates": [[-2.9763, -0.2951, -0.3373], [1.1203, -0.5068, -0.1042], [1.9545, 0.7312, 0.3298], [1.3889, -1.5460, -0.5864], [-1.1419, 0.2229, -0.1654], [-3.3712, -0.5845, -1.3096], [-3.3941, -0.8716, 0.6291], [1.4514, 1.0640, 1.2419], [2.0223, 1.4348, -0.4775], [2.9461, 0.3511, 0.7797]], "forces_ev_per_a": [[-0.633, -0.984, 2.502], [0.761, 0.188, -0.555], [0.827, -2.654, 2.018], [0.406, 0.445, 0.394], [-1.752, -0.055, -0.059], [0.431, -0.038, 0.141], [1.114, 1.377, -2.471], [-0.205, 0.712, -0.504], [0.106, 0.391, -0.126], [-1.054, 0.617, -1.340]]}



{"formula": "C3H5BrO4P", "method": "ωB97M-V/def2-TZVPD", "e_above_lowest_kj_mol": 449.8, "total_charge": -1, "orbital_gap_ha": 0.2142, "lumo_energy_ev": 3.35, "symbols": ["C", "C", "C", "O", "O", "O", "O", "P", "Br", "H", "H", "H", "H", "H"], "coordinates": [[0.2820, 0.3609, 1.5921], [-0.5396, -1.0554, -0.0574], [-0.7695, 0.3484, -0.7123], [1.7279, 0.5580, 0.8893], [0.7352, 2.9560, 0.6348], [2.2619, 1.8660, -1.2806], [-0.0737, -0.9323, 1.2338], [1.5390, 1.8284, 0.0420], [-2.2506, 1.1511, 0.1300], [0.4503, 0.3487, 2.7284], [0.0737, -1.7984, -0.7139], [-1.5303, -1.4905, -0.1603], [-1.0779, 0.2212, -1.7574], [0.0734, 0.9536, -0.5080]], "forces_ev_per_a": [[-0.958, 0.723, 1.568], [-0.029, 0.206, -2.384], [-0.727, -2.605, -0.438], [1.060, -0.015, 0.124], [1.773, -1.279, -1.301], [-0.949, -0.148, 1.957], [0.491, -1.308, 0.715], [0.312, 2.342, 0.062], [-1.097, 0.668, 0.180], [0.475, -0.390, -1.566], [-0.224, 1.617, 1.006], [-0.408, -0.410, 0.773], [0.616, 0.231, 0.137], [-0.335, 0.368, -0.832]]}



{"formula": "C3H5BrOS", "method": "ωB97M-V/def2-TZVPD", "smiles": "C=CCOSBr", "e_above_lowest_kj_mol": 156.2, "orbital_gap_ha": 0.3287, "lumo_energy_ev": 0.20, "symbols": ["C", "C", "C", "O", "S", "Br", "H", "H", "H", "H", "H"], "coordinates": [[1.1033, 0.9596, -0.8026], [0.9253, -0.2568, -0.3358], [0.1725, -0.4413, 0.9183], [-1.0628, -1.2111, 0.8323], [-2.0410, -1.0761, -0.4335], [-3.1782, 0.7399, -0.1236], [1.5297, 1.0760, -1.8047], [0.4296, 1.6810, -0.4809], [1.4373, -1.1415, -0.5755], [-0.0856, 0.5274, 1.0861], [0.7700, -0.8574, 1.7199]], "forces_ev_per_a": [[0.037, -1.526, -2.618], [0.449, -0.644, 1.271], [-0.403, -1.056, -0.842], [0.516, -0.445, 0.571], [0.357, -0.478, -0.463], [-0.203, 0.534, 0.193], [0.461, 0.315, 0.644], [-0.691, 1.689, 0.776], [0.846, -0.845, -1.375], [-1.189, 2.729, 1.716], [-0.180, -0.273, 0.128]]}



{"formula": "C3H5BrOS", "method": "ωB97M-V/def2-TZVPD", "e_above_lowest_kj_mol": 541.5, "orbital_gap_ha": [0.2934, 0.3174], "lumo_energy_ev": [-0.27, -0.49], "symbols": ["C", "C", "C", "O", "S", "Br", "H", "H", "H", "H", "H"], "coordinates": [[1.1649, 1.6599, 0.7140], [0.6479, -0.1174, 0.8271], [-1.2217, -0.4255, -1.1454], [0.1720, -2.4171, -0.0847], [0.4524, -1.1135, -0.6828], [0.7861, -0.8572, 2.4304], [1.7278, 1.9234, 1.6693], [0.9935, 2.3768, -0.0875], [-1.8970, -1.2368, -0.6320], [-1.5390, -0.4389, -2.1097], [-1.2871, 0.6463, -0.8986]], "forces_ev_per_a": [[-0.531, -5.356, 2.150], [1.648, 7.360, -2.823], [-0.187, -1.087, 3.488], [-0.113, -1.400, -0.353], [-0.654, 1.270, 0.593], [0.154, -0.818, 1.318], [-1.075, -0.244, -1.519], [-0.085, -0.629, 0.000], [1.024, 2.133, -0.269], [0.029, -0.597, -3.388], [-0.212, -0.632, 0.804]]}



{"formula": "C3H5BrOS", "method": "ωB97M-V/def2-TZVPD", "multiplicity": 3, "e_above_lowest_kj_mol": 0.0, "orbital_gap_ha": [0.2336, 0.2694], "lumo_energy_ev": [-0.27, -1.99], "symbols": ["C", "C", "C", "O", "S", "Br", "H", "H", "H", "H", "H"], "coordinates": [[0.8103, 0.2309, 0.6700], [0.8914, -1.1910, 0.5360], [-0.6612, 1.2695, -0.9474], [1.3694, 1.0221, 1.3659], [-2.2246, 1.4065, -0.3194], [-2.7915, -0.8543, -0.1172], [0.0492, -1.7453, 0.8511], [1.2304, -1.4860, -0.5997], [1.7867, -1.4244, 1.1028], [-0.4505, 0.7436, -1.9203], [-0.0095, 2.0285, -0.6218]], "forces_ev_per_a": [[0.014, 2.594, 1.003], [3.093, -1.593, -2.942], [-2.398, 0.093, -0.695], [-0.869, -1.264, -1.215], [2.317, 0.843, -0.851], [-0.468, -1.542, 0.114], [-1.022, -0.349, 0.111], [-1.333, 0.829, 2.637], [0.107, -0.665, 0.467], [-0.199, 0.180, 1.368], [0.758, 0.874, 0.003]]}



{"formula": "C3H5BrS", "method": "ωB97M-V/def2-TZVPD", "smiles": "C[C@H]1S[C@@H]1Br", "e_above_lowest_kj_mol": 0.0, "orbital_gap_ha": 0.3669, "lumo_energy_ev": 0.80, "symbols": ["C", "C", "S", "C", "Br", "H", "H", "H", "H", "H"], "coordinates": [[1.3035, -0.2347, 0.0829], [-0.0922, 0.1462, 0.4858], [-0.7170, 1.7806, -0.0016], [-1.1905, 0.1272, -0.5056], [-2.9195, -0.5764, 0.0145], [1.5068, 0.0721, -0.9409], [1.4259, -1.3147, 0.1597], [2.0281, 0.2427, 0.7391], [-0.3615, -0.1193, 1.5041], [-0.9836, -0.1236, -1.5380]], "forces_ev_per_a": [[-0.040, -0.045, -0.033], [0.001, -0.036, 0.005], [-0.139, 0.036, -0.042], [-0.180, 0.081, 0.202], [0.302, 0.111, -0.085], [0.027, 0.021, -0.042], [0.055, -0.081, 0.003], [0.065, 0.010, 0.010], [-0.123, -0.020, -0.127], [0.031, -0.079, 0.109]]}



Record-wise E values, in hartree: -7005.46169 -251.64845 -938.38129 -2691.19538 -2876.04521 -2766.48259 -2766.39068 -3333.62805 -3164.67207 -3164.52530 -3164.59084 -3089.48901
Record-wise largest force on an atom values, in hartree/bohr: 0.0457 0.1061 0.0630 0.0327 0.0535 0.0654 0.0668 0.0533 0.0668 0.1566 0.0886 0.0065